No. 1
ORCA calculation (ωB97M-V with the def2-TZVPD basis set) on C24H25BBrCl2N8NiO2 as an isolated structure.

XYZ file:
```
64
C24H25BBrCl2N8NiO2, DFT ωB97M-V with the def2-TZVPD basis set
Ni 0.5508 -0.3583 -0.5379
C 2.7619 2.8234 -0.8100
C 1.6917 2.3856 -1.7550
C 1.3337 3.1135 -2.8987
C 0.1876 2.5186 -3.3582
N -0.0971 1.4722 -2.5617
N 0.8531 1.3619 -1.5999
B -1.5313 0.9431 -2.2902
N -1.6440 -0.5740 -2.4603
C -2.4116 -1.3449 -3.2478
C -2.4728 -2.5987 -2.6824
C -1.7148 -2.5152 -1.5073
C -1.6474 -3.5391 -0.4223
N -1.1940 -1.2938 -1.4026
N -1.8745 1.2417 -0.7747
C -3.0164 1.6954 -0.2356
C -2.9173 1.6553 1.1343
C -1.6506 1.1105 1.3820
C -1.0222 0.7981 2.6955
N -1.0413 0.8426 0.2345
N -2.4607 1.7189 -3.2142
C -2.9858 2.9562 -3.0665
C -3.4727 3.3640 -4.2843
C -3.1779 2.2982 -5.1552
C -3.4615 2.1845 -6.6162
N -2.5568 1.3274 -4.5096
H 3.7545 2.7254 -1.2511
H 2.7527 2.2909 0.1335
H 2.6034 3.8809 -0.5965
H 1.8264 3.9848 -3.2911
H -0.4644 2.7729 -4.1762
H -2.8593 -0.9346 -4.1326
H -3.0218 -3.4508 -3.0401
H -1.8264 -4.5318 -0.8336
H -2.4359 -3.3358 0.3054
H -0.6945 -3.5420 0.0946
H -3.8452 2.0000 -0.8509
H -3.6567 1.9655 1.8503
H -1.6863 1.0793 3.5108
H -0.0886 1.3441 2.8225
H -0.8214 -0.2703 2.7866
H -2.9365 3.4922 -2.1340
H -3.9664 4.2924 -4.5105
H -4.1932 2.9287 -6.9271
H -3.8519 1.1972 -6.8585
H -2.5570 2.3376 -7.2064
Cl 3.6814 -3.9355 -0.2530
C 2.3524 -3.7355 -1.4049
Cl 1.2607 -5.1236 -1.3891
C 1.6163 -2.4421 -1.0926
O 1.6371 -1.5362 -1.9522
O 1.0566 -2.2742 0.0250
H 2.7817 -3.6605 -2.3984
Br 6.2950 -0.1139 2.6816
C 4.6493 -0.1027 1.7488
C 4.6593 -0.0623 0.3651
C 3.4574 -0.0601 -0.3393
C 2.2951 -0.0858 0.4018
C 2.2500 -0.1554 1.7763
C 3.4648 -0.1495 2.4624
H 5.5990 -0.0346 -0.1701
H 3.4485 -0.0280 -1.4177
H 1.3247 -0.2320 2.3184
H 3.4781 -0.2023 3.5424
```

Results
gap between HOMO and LUMO (alpha / beta)	7.39 / 9.19	eV
relative energy (zero: lowest compared OMol25 entry of this formula, charge and spin)	127.2	kJ/mol
multiplicity	2
DFT total energy	-6545.75501	hartree
HOMO energy (alpha / beta)	-0.3291 / -0.3291	Eh
expectation value of S²	1.0516



No. 2
ORCA calculation (ωB97M-V with the def2-TZVPD basis set) on C24H25BCrF2N2O5P as an isolated structure.

XYZ file:
```
61
C24H25BCrF2N2O5P, DFT ωB97M-V with the def2-TZVPD basis set
Cr -0.9789 -0.0321 0.0136
O -1.2551 0.9276 1.8822
C -1.7880 0.0647 2.9092
C -1.8616 -1.4232 2.4918
N -1.1428 -1.7242 1.2320
C 0.2558 -2.1595 1.4567
C 1.0924 -0.9700 1.8617
O 1.8760 -1.0293 2.7817
O 0.8592 0.0928 1.1120
C -1.8245 -2.7201 0.3829
C -1.3019 -2.5503 -1.0300
O -1.2380 -3.4513 -1.8122
O -0.9321 -1.2793 -1.3156
H -0.2761 0.9669 1.9951
H -2.7906 0.4240 3.1139
H -1.1839 0.1940 3.8044
H -2.9050 -1.6887 2.3384
H -1.4736 -2.0534 3.2947
H 0.6532 -2.5063 0.5009
H 0.3138 -2.9710 2.1814
H -2.8921 -2.5008 0.3616
H -1.6765 -3.7437 0.7277
N 2.1131 0.0789 -1.5336
C 1.7742 0.7542 -2.6836
C 2.5534 0.5527 -3.8341
C 2.2745 1.2072 -5.0123
C 1.2101 2.1018 -5.0892
C 0.4262 2.2944 -3.9696
C 0.6719 1.6260 -2.7618
P -0.4720 1.8651 -1.3647
C 0.2908 3.1463 -0.3149
C 1.6006 3.5671 -0.5234
C 2.1805 4.4975 0.3311
C 1.4535 5.0186 1.3898
C 0.1432 4.6057 1.6024
C -0.4334 3.6675 0.7601
C -1.8942 2.6864 -2.1460
C -2.7475 1.8783 -2.8987
C -3.8395 2.4289 -3.5494
C -4.0922 3.7916 -3.4451
C -3.2462 4.5997 -2.7001
C -2.1432 4.0503 -2.0561
H 2.9803 -0.4287 -1.5469
H 1.8311 0.3898 -0.6156
H 3.3920 -0.1333 -3.7773
H 2.8952 1.0236 -5.8814
H 0.9909 2.6287 -6.0080
H -0.4105 2.9779 -4.0333
H 2.1691 3.1720 -1.3564
H 3.2026 4.8136 0.1659
H 1.9057 5.7474 2.0510
H -0.4276 5.0119 2.4285
H -1.4490 3.3363 0.9420
H -2.5535 0.8151 -2.9797
H -4.4950 1.7937 -4.1317
H -4.9493 4.2222 -3.9467
H -3.4396 5.6620 -2.6199
H -1.4787 4.6909 -1.4892
F -3.6894 0.9496 0.7491
B -2.9850 0.2517 -0.1727
F -3.7517 -0.3414 -1.1036
```

Results
gap between HOMO and LUMO (alpha / beta)	7.90 / 8.42	eV
relative energy (zero: lowest compared OMol25 entry of this formula, charge and spin)	0.0	kJ/mol
multiplicity	2
DFT total energy	-3025.83384	hartree
HOMO energy (alpha / beta)	-0.2968 / -0.2964	Eh
expectation value of S²	0.7719



No. 3
ORCA calculation (ωB97M-V with the def2-TZVPD basis set) on a 2-piece molecular cluster, C24H25BF3O3 overall.

XYZ file:
```
56
C24H25BF3O3, DFT ωB97M-V with the def2-TZVPD basis set
C -3.2235 1.6940 4.6463
C -2.6984 2.7403 3.8023
C -3.2191 3.7481 3.0360
C -2.1517 4.3286 2.2834
C -0.9785 3.7809 2.7774
B -2.6295 -0.0409 0.0075
O -2.3307 0.8978 -0.8443
C -0.7993 0.7884 -0.8275
C -0.6146 0.1764 -2.2260
C -0.3308 2.2154 -0.9727
C -0.5122 -0.2287 0.4232
C -0.1082 -1.6050 -0.1005
C 0.3826 -0.0002 1.6271
O -1.8780 -0.5107 0.9780
O -1.3519 2.8268 3.7254
H -4.3119 1.7797 4.6594
H -2.9907 0.6808 4.2959
H -2.7848 1.8398 5.6374
H -4.2576 3.9843 2.8818
H -2.2056 5.0475 1.4611
H 0.4355 -0.0216 -2.5050
H -1.2350 -0.7272 -2.3839
H -0.9967 0.9345 -2.9333
H 0.6814 2.2445 -1.3860
H -0.9013 2.7026 -1.7879
H -0.3457 2.8634 -0.0908
H 0.7579 -1.6275 -0.7714
H 0.1625 -2.1832 0.7854
H -0.9633 -2.1260 -0.5491
H 0.3268 0.8885 2.2521
H 0.2310 -0.8333 2.3336
H 1.4473 -0.0958 1.3385
F 1.7740 7.8210 0.2733
C 1.8376 6.4395 0.3235
C 2.6519 5.7734 -0.5917
C 2.7068 4.3892 -0.4500
F 3.3661 3.6551 -1.4168
C 2.0372 3.7198 0.5629
C 1.1209 4.4017 1.3622
C 0.3592 3.5926 2.4019
C 1.1393 3.6094 3.7176
C 2.2757 2.8350 3.9098
C 3.0619 3.0400 5.0450
C 2.6699 3.9779 6.0089
C 1.4808 4.6689 5.8193
F 1.0381 5.5318 6.7919
C 0.6924 4.4918 4.6895
C 1.0301 5.7740 1.2569
H 3.2771 6.3147 -1.3043
H 2.1563 2.6494 0.6630
H 0.3986 2.5957 1.9625
H 2.5037 2.0878 3.1536
H 3.9834 2.4779 5.1435
H 3.2436 4.1327 6.9150
H -0.2510 5.0347 4.6329
H 0.3470 6.3170 1.8958
```

Results
gap between HOMO and LUMO	4.03	eV
relative energy (zero: lowest compared OMol25 entry of this formula, charge and spin)	40.5	kJ/mol
DFT total energy	-1479.37316	hartree
charge	+1
HOMO energy	-0.3969	Eh



No. 4
ORCA calculation (ωB97M-V with the def2-TZVPD basis set) on C24H25BaN5 as an isolated structure.

XYZ file:
```
55
C24H25BaN5, DFT ωB97M-V with the def2-TZVPD basis set
Ba -0.6524 -0.6762 -0.1995
C 2.7801 -1.7454 0.6097
C 1.7554 -2.8575 0.8856
C 0.9361 -2.6587 2.1254
C 1.3689 -3.1681 3.3485
C 0.5682 -3.0259 4.4681
C -0.6568 -2.3905 4.3257
C -1.0010 -1.8950 3.0830
N -0.2231 -2.0055 2.0061
N 2.1837 -0.5301 0.0359
C 2.8550 -0.0848 -1.1881
C 1.9480 0.2582 -2.3454
C 2.5035 0.8905 -3.4583
C 1.7044 1.1634 -4.5523
C 0.3631 0.8040 -4.4980
C -0.1028 0.1869 -3.3556
N 0.6658 -0.0904 -2.3011
C 2.1897 0.5468 1.0341
C 1.5544 1.8124 0.5269
C 2.2587 3.0117 0.5029
C 1.6297 4.1595 0.0476
C 0.3193 4.0628 -0.3936
C -0.3044 2.8288 -0.3423
N 0.2868 1.7297 0.1188
H 3.5098 -2.1655 -0.0862
H 3.3146 -1.5087 1.5368
H 2.3055 -3.7967 0.9828
H 1.0945 -2.9388 0.0128
H 2.3179 -3.6774 3.4201
H 0.8803 -3.4221 5.4210
H -1.3363 -2.2936 5.1544
H -1.9446 -1.3880 2.9369
H 3.5276 -0.8663 -1.5580
H 3.4800 0.7907 -0.9785
H 3.5513 1.1471 -3.4697
H 2.1105 1.6412 -5.4298
H -0.3048 0.9932 -5.3222
H -1.1407 -0.1162 -3.2749
H 3.2193 0.7670 1.3484
H 1.6241 0.2099 1.9104
H 3.2817 3.0561 0.8454
H 2.1482 5.1056 0.0453
H -0.2100 4.9259 -0.7593
H -1.3244 2.7104 -0.6858
C -6.1756 0.2541 -0.2237
C -5.5793 -0.4985 0.7764
C -4.2126 -0.7156 0.7257
N -3.4226 -0.2275 -0.2334
C -4.0069 0.4956 -1.1918
C -5.3660 0.7562 -1.2313
H -7.2377 0.4417 -0.2198
H -6.1641 -0.9132 1.5815
H -3.7315 -1.3166 1.4857
H -3.3563 0.8834 -1.9668
H -5.7820 1.3399 -2.0363
```

Results
gap between HOMO and LUMO	9.86	eV
DFT total energy	-1228.44035	hartree
charge	+2
HOMO energy	-0.5550	Eh



No. 5
ORCA calculation (ωB97M-V with the def2-TZVPD basis set) on C24H25ClN2O6Rh as an isolated structure.

XYZ file:
```
59
C24H25ClN2O6Rh, DFT ωB97M-V with the def2-TZVPD basis set
Rh 0.2801 0.1528 0.4474
O -2.8223 -3.5430 3.5567
C -2.2257 -2.6815 4.3580
O -2.3382 -2.7178 5.5509
C -1.4425 -1.5726 3.7128
C -0.8968 -0.4863 4.3962
Cl -1.0973 -0.0587 6.0115
N -0.2272 0.2959 3.5061
N -0.3708 -0.2305 2.2900
C -1.0689 -1.3473 2.3816
C -1.3061 -2.0663 1.1002
O -1.9779 -3.0708 1.0413
O -0.7307 -1.5090 0.0669
C 0.4828 1.5208 3.7196
C 0.3888 2.5365 2.7748
C 1.0472 3.7296 3.0027
C 1.7967 3.9073 4.1599
C 1.9177 2.8703 5.0691
C 1.2662 1.6631 4.8497
H -2.6351 -3.3990 2.6010
H -0.1247 2.3713 1.8332
H 0.9766 4.5237 2.2722
H 2.3010 4.8464 4.3408
H 2.5258 2.9899 5.9550
H 1.3902 0.8507 5.5504
C -0.3918 -1.0781 -6.6945
C -0.8522 -0.6323 -5.3412
C -2.1963 -0.6380 -4.9983
C -2.6348 -0.2280 -3.7487
C -4.1116 -0.2639 -3.4560
C -1.6782 0.1894 -2.7962
C -2.1527 0.6417 -1.5182
O -1.4732 0.9467 -0.5297
C -0.3068 0.1979 -3.1304
C 0.7707 0.6504 -2.1867
C 0.0778 -0.2022 -4.3921
H -1.2298 -1.3271 -7.3412
H 0.2466 -1.9586 -6.6053
H 0.1982 -0.2972 -7.1761
H -2.9250 -0.9659 -5.7288
H -4.6577 -0.5640 -4.3470
H -4.4971 0.7100 -3.1522
H -4.3454 -0.9810 -2.6681
H -3.2342 0.7784 -1.4181
H 0.6055 1.6465 -1.7780
H 1.7440 0.6203 -2.6713
H 0.8623 -0.1274 -1.3916
H 1.1287 -0.1890 -4.6573
C 3.9115 0.4673 -0.0696
C 3.1171 -0.4571 0.8387
C 2.7966 -1.7906 0.1911
O 1.9193 0.2141 1.2794
H 4.9499 0.1418 -0.1309
H 3.9009 1.4842 0.3209
H 3.4990 0.4664 -1.0810
H 3.6708 -0.6315 1.7644
H 2.2003 -1.6632 -0.7154
H 2.2587 -2.4432 0.8791
H 3.7203 -2.2922 -0.0977
```

Results
gap between HOMO and LUMO	7.46	eV
DFT total energy	-2060.98571	hartree
charge	+1
HOMO energy	-0.4524	Eh



No. 6
ORCA calculation (ωB97M-V with the def2-TZVPD basis set) on C24H25FLiN2Si as an isolated structure.

XYZ file:
```
54
C24H25FLiN2Si, DFT ωB97M-V with the def2-TZVPD basis set
Li -3.0033 -0.6885 0.1084
C 1.9247 4.8899 0.0757
C 1.7591 3.3597 0.3892
C 0.6166 2.6649 0.3452
C 0.5517 1.4123 1.1186
C 1.7488 0.7828 1.3795
C 2.9330 1.4502 1.2933
C 2.9977 2.7288 0.8191
H 1.1725 5.3052 0.9153
H 1.2468 5.0132 -0.9065
H 2.9473 5.0134 -0.1103
H -0.2677 3.2506 0.1640
H -0.4429 0.9460 1.3585
H 1.5165 -0.3043 1.5883
H 3.8998 0.8619 1.5988
H 3.9221 3.1824 0.7043
C 3.1573 -4.5953 -1.2499
Si 2.6262 -2.9564 -0.6219
C 2.2351 -1.5948 -1.9274
C 4.3149 -2.5476 0.3164
C 1.0644 -3.0461 0.3530
C -0.0143 -3.1259 0.7719
H 2.8540 -4.5841 -2.4019
H 2.9281 -5.4483 -0.5598
H 4.2683 -4.1851 -1.1352
H 2.7353 -2.3129 -2.5044
H 2.5951 -0.5273 -1.3180
H 1.3002 -1.5272 -2.1127
H 3.7483 -1.8813 1.0203
H 5.3890 -2.2578 -0.3858
H 5.0370 -3.3052 0.7235
N -2.8506 6.4941 -1.7936
C -2.9032 5.3958 -1.4630
C -3.0327 4.0335 -1.2440
C -2.3431 3.0436 -1.9542
C -2.4367 1.7155 -1.7520
N -2.9210 1.2038 -0.5806
C -3.4279 2.1124 0.2546
C -3.4973 3.4770 0.1231
H -1.5438 3.6013 -2.7592
H -1.3210 1.5243 -1.7497
H -4.0608 1.7002 1.1300
H -4.1529 4.0560 0.8776
F -5.5705 -2.9045 1.1443
C -4.1382 -2.9720 0.9669
C -3.5204 -4.1577 0.5960
C -2.1950 -4.3833 0.4969
C -1.4071 -3.1649 0.8385
C -1.8923 -2.0229 1.3967
C -3.3416 -1.9582 1.5532
H -3.8944 -5.2822 0.2561
H -1.7668 -5.3253 0.2724
H -1.2497 -1.1081 1.8321
H -4.2948 -1.0513 1.7483
```

Results
gap between HOMO and LUMO (alpha / beta)	5.80 / 4.69	eV
DFT total energy	-1435.49580	hartree
charge	-1
HOMO energy (alpha / beta)	-0.1180 / -0.0758	Eh



No. 7
ORCA calculation (ωB97M-V with the def2-TZVPD basis set) on C24H25N10O5RbS as an isolated structure.

XYZ file:
```
66
C24H25N10O5RbS, DFT ωB97M-V with the def2-TZVPD basis set
Rb -0.1121 0.6031 0.4878
N 0.4298 -0.1610 5.6163
C 1.0075 -0.2604 4.3542
S 2.1306 0.9413 3.9356
N 0.7965 -1.3836 3.7451
N 0.6421 -1.6339 2.4870
C 0.8828 -2.8057 1.9975
C 0.3667 -3.1627 0.7107
C 0.4776 -4.4859 0.2387
C -0.1130 -4.8237 -0.9585
C -0.7972 -3.8456 -1.6723
C -0.8426 -2.5623 -1.1393
N -0.2776 -2.2270 -0.0008
H 0.4359 0.7744 5.9913
H -0.4540 -0.6410 5.6973
H 1.3887 -3.5839 2.5781
H 1.0013 -5.2236 0.8323
H -0.0586 -5.8410 -1.3335
H -1.2848 -4.0807 -2.6075
H -1.3731 -1.7672 -1.6492
O 4.2575 -0.3590 -0.4623
C 4.2549 -0.1219 -1.8445
C 3.9658 -1.4357 -2.5708
C 2.4972 -1.8593 -2.4131
C 1.6014 -1.0110 -3.2681
C 1.5130 -1.2470 -4.6395
C 0.7301 -0.4097 -5.4166
C 0.0510 0.6299 -4.7974
C 0.1832 0.7775 -3.4226
N 0.9465 -0.0157 -2.6853
H 4.0384 0.4795 -0.0192
H 5.2450 0.2582 -2.1647
H 3.5011 0.6264 -2.1167
H 4.6071 -2.2014 -2.1306
H 4.2212 -1.3333 -3.6295
H 2.2143 -1.7442 -1.3666
H 2.3876 -2.9077 -2.7069
H 2.0552 -2.0736 -5.0817
H 0.6496 -0.5660 -6.4869
H -0.5719 1.3036 -5.3684
H -0.3536 1.5443 -2.8803
O -7.6620 2.6000 0.3255
C -7.5389 1.5196 0.9222
O -8.4239 0.8202 1.4448
C -6.0860 0.9677 1.0449
C -5.8250 -0.1791 1.7899
C -4.5192 -0.6107 1.9077
N -3.4817 -0.0141 1.3321
C -3.7257 1.0705 0.5964
C -5.0058 1.5935 0.4400
C -2.5084 1.6885 -0.0851
O -2.2637 1.3120 -1.2450
O -1.8189 2.4808 0.5887
H -6.6431 -0.7015 2.2668
H -4.2722 -1.4942 2.4923
H -5.1724 2.4872 -0.1440
N 1.3960 3.8234 2.8470
C 2.2563 4.6887 2.3052
N 2.1536 6.0054 2.6560
N 3.1754 4.3969 1.4362
C 3.3261 3.2484 0.8639
N 3.6047 2.3125 0.2447
H 0.6915 4.1305 3.4949
H 1.5714 2.8170 2.8001
H 1.6299 6.2640 3.4728
H 2.9007 6.6093 2.3625
```

Results
gap between HOMO and LUMO	6.30	eV
relative energy (zero: lowest compared OMol25 entry of this formula, charge and spin)	173.1	kJ/mol
DFT total energy	-2275.74709	hartree
charge	-2
HOMO energy	-0.1007	Eh



No. 8
ORCA calculation (ωB97M-V with the def2-TZVPD basis set) on C24H25N13O3S2Ti as an isolated structure.

XYZ file:
```
68
C24H25N13O3S2Ti, DFT ωB97M-V with the def2-TZVPD basis set
Ti 0.2720 -0.3245 -0.0123
N -0.3878 1.3844 1.2379
C 0.5998 2.4589 1.0347
C 1.9959 1.8333 1.0039
O 2.9162 2.3428 1.6501
N 2.0378 0.7180 0.2525
C 3.1207 -0.2128 0.5044
C 2.5507 -1.4441 1.2319
O 3.2817 -2.3178 1.6596
O 1.2414 -1.4422 1.3248
H -0.3968 1.0711 2.2028
H -1.3287 1.6692 0.9879
H 0.3797 2.9208 0.0757
H 0.5686 3.2161 1.8129
H 3.5652 -0.5607 -0.4261
H 3.9023 0.2222 1.1215
S -3.1563 2.7149 -0.4654
C -3.3717 1.4000 -1.5252
N -4.6622 1.0431 -1.9014
C -4.8534 0.1517 -3.0342
C -3.8599 -0.9809 -2.8994
N -2.5144 -0.4296 -2.8911
C -1.6750 -0.7887 -4.0382
C -2.1315 -0.0952 -5.3047
C -2.7010 -0.8094 -6.3502
C -3.1722 -0.1619 -7.4891
C -3.0796 1.2169 -7.5900
C -2.5087 1.9428 -6.5502
C -2.0359 1.2943 -5.4163
C -2.2725 0.7108 -2.1420
S -0.6269 1.2290 -2.0011
C -5.8050 1.2470 -1.0382
C -6.3579 -0.0586 -0.5114
C -7.6417 -0.4731 -0.8490
C -8.1422 -1.6901 -0.3911
C -7.3526 -2.5015 0.4067
C -6.0700 -2.0935 0.7566
C -5.5769 -0.8761 0.2994
H -4.6869 0.6736 -3.9817
H -5.8790 -0.2162 -3.0226
H -3.9378 -1.6866 -3.7256
H -4.0508 -1.5189 -1.9695
H -1.7224 -1.8708 -4.1682
H -0.6489 -0.5331 -3.7946
H -2.7774 -1.8901 -6.2690
H -3.6135 -0.7386 -8.2947
H -3.4500 1.7266 -8.4723
H -2.4312 3.0219 -6.6221
H -1.5904 1.8587 -4.6011
H -6.5962 1.7750 -1.5822
H -5.4767 1.8993 -0.2324
H -8.2553 0.1637 -1.4791
H -9.1442 -2.0004 -0.6643
H -7.7313 -3.4544 0.7580
H -5.4388 -2.7099 1.3881
H -4.5746 -0.5600 0.5824
N -1.3148 -3.3833 -0.8692
C -0.1797 -3.0269 -1.5810
N 0.3862 -3.8375 -2.4522
N 1.4144 -3.1171 -2.9604
N 1.4518 -1.9435 -2.4290
N 0.4309 -1.8421 -1.5360
C -1.8346 -2.6583 0.1806
N -2.6861 -3.1660 1.0517
N -2.9766 -2.1330 1.8715
N -2.3378 -1.0720 1.5114
N -1.5989 -1.3655 0.4105
H -1.4737 -4.3747 -0.8117
```

Results
gap between HOMO and LUMO (alpha / beta)	5.74 / 6.75	eV
relative energy (zero: lowest compared OMol25 entry of this formula, charge and spin)	0.0	kJ/mol
multiplicity	3
DFT total energy	-3513.21513	hartree
charge	-2
HOMO energy (alpha / beta)	-0.0592 / -0.0976	Eh
expectation value of S²	2.0080